Arrangement 1

Here is the molecule C3H9NP2 from the Open Molecules 2025 dataset. Energies are from ωB97M-V/def2-TZVPD.

Structure (XYZ):
```
15
Properties=species:S:1:pos:R:3:nbo_charge:R:1
P -0.19 1.52 0.13 0.5200
P 1.83 -0.67 -0.09 0.8056
N 0.39 -1.11 0.73 -0.9481
C -1.61 -0.76 -0.77 -0.6528
C -0.75 -0.23 0.40 -0.3441
C 1.74 1.14 0.00 -1.0465
H -1.38 -0.07 1.26 0.2226
H -2.72 -0.69 -0.65 0.2216
H 1.09 -0.68 -1.28 -0.0868
H -1.59 -1.86 -0.88 0.2268
H 0.27 -1.58 1.60 0.4041
H -1.45 -0.25 -1.74 0.2169
H 2.32 1.75 0.82 0.2529
H 2.25 1.58 -0.98 0.2572
H -0.21 1.93 1.44 -0.0494
```

Results
**Gap between HOMO and LUMO**: 0.3481 Ha
**Lowest unoccupied orbital energy**: 0.0344 hartree
**Molecular weight**: 121.060 g/mol
**Structure (SMILES)**: C[C@H]1NPCP1
**Net charge**: 0

Arrangement 2

Here is the molecule C3H9NP2 from the Open Molecules 2025 dataset. Energies are from ωB97M-V/def2-TZVPD.

Structure (XYZ):
```
15
Properties=species:S:1:pos:R:3:nbo_charge:R:1
P -1.92 -0.63 -0.51 0.3273
P 1.34 -0.26 0.13 1.2324
N 1.15 -1.80 0.35 -1.1532
C -0.02 0.34 1.25 -0.7641
C -1.21 0.82 0.46 -0.7506
C 0.96 0.46 -1.61 -0.9047
H 0.18 -0.20 -1.86 0.2389
H 1.78 0.21 -2.15 0.2273
H 0.13 1.18 1.95 0.2403
H -2.15 1.15 1.18 0.2472
H -1.54 -1.57 0.37 -0.0684
H -1.25 1.75 -0.27 0.2464
H 1.89 -2.41 0.07 0.3743
H 0.83 1.52 -1.24 0.2410
H -0.16 -0.54 1.87 0.2659
```

Results
**Gap between HOMO and LUMO (spin up / spin down)**: 0.2625 / 0.2644 Ha
**Lowest unoccupied orbital energy (spin up / spin down)**: -0.0258 / -0.0327 hartree
**Molecular weight**: 121.060 g/mol
**Net charge**: 0

Tell me which of them is the least stable. Sure, it is arrangement 2.

Arrangement 1

Here is the molecule C3H9NP2 from the Open Molecules 2025 dataset. Energies are from ωB97M-V/def2-TZVPD.

Structure (XYZ):
```
15
Properties=species:S:1:pos:R:3:nbo_charge:R:1
P 1.62 0.08 0.40 1.4128
P -0.98 0.02 0.81 1.4188
N 0.45 -0.89 1.11 -1.3406
C 2.71 -0.93 -0.40 -1.0663
C 0.01 1.32 0.10 -1.0807
C -1.86 -0.90 -0.47 -0.9990
H 2.45 -1.75 -1.06 0.2386
H -2.89 -1.05 0.01 0.2481
H 0.02 2.09 0.83 0.2344
H -2.11 -0.34 -1.37 0.2537
H 3.60 -0.42 -0.84 0.2199
H -0.44 1.85 -0.78 0.2447
H -1.10 -1.69 -0.69 0.2946
H 2.17 1.00 1.24 -0.0714
H -1.78 0.15 2.01 -0.0074
```

Results
**Gap between HOMO and LUMO**: 0.3083 Ha
**Lowest unoccupied orbital energy**: 0.0253 hartree
**Molecular weight**: 121.060 g/mol
**Net charge**: 0

Arrangement 2

Here is the molecule C3H9NP2 from the Open Molecules 2025 dataset. Energies are from ωB97M-V/def2-TZVPD.

Structure (XYZ):
```
15
Properties=species:S:1:pos:R:3:nbo_charge:R:1
P -1.61 -0.20 0.28 0.6216
P -0.67 1.65 -0.21 0.2521
N -1.27 -0.32 1.98 -1.1471
C -0.01 -1.16 -0.16 -0.7059
C 0.48 1.04 -1.41 -0.7330
C 1.12 -0.18 -0.83 -0.4131
H 1.94 -0.03 -0.11 0.2144
H -1.42 0.50 2.55 0.3887
H -0.06 0.67 -2.32 0.2393
H 0.32 1.52 0.81 -0.0348
H 0.40 -1.38 0.92 0.2561
H 1.62 -0.83 -1.64 0.2105
H 1.23 1.90 -1.45 0.2540
H -0.33 -2.03 -0.69 0.2168
H -1.74 -1.15 2.29 0.3805
```

Results
**Gap between HOMO and LUMO**: 0.3404 Ha
**Lowest unoccupied orbital energy**: 0.0330 hartree
**Molecular weight**: 121.060 g/mol
**Structure (SMILES)**: NP1#[PH]CCC1
**Net charge**: 0

Tell me which of them is the least stable. Sure, it is arrangement 1.

Arrangement 1

Here is the molecule C3H9NP2 from the Open Molecules 2025 dataset. Energies are from ωB97M-V/def2-TZVPD.

Structure (XYZ):
```
15
Properties=species:S:1:pos:R:3:nbo_charge:R:1
P -0.50 0.92 -0.09 0.2556
P -1.01 -0.15 1.76 0.1680
N -2.93 -2.29 0.32 -0.6558
C -2.48 -1.61 1.30 -0.0341
C 1.38 0.52 -0.13 -0.6573
C 2.02 1.46 -1.12 -0.6241
H 1.76 0.68 0.84 0.2102
H -2.94 -1.70 2.40 0.1307
H -2.04 0.84 1.96 0.0004
H 1.91 2.58 -0.86 0.2124
H -3.48 -3.15 0.56 0.3620
H 1.54 1.45 -2.06 0.2103
H -0.44 2.17 0.53 -0.0271
H 1.52 -0.54 -0.17 0.2293
H 3.06 1.12 -1.27 0.2194
```

Results
**Gap between HOMO and LUMO**: 0.3509 Ha
**Lowest unoccupied orbital energy**: 0.0346 hartree
**Molecular weight**: 121.060 g/mol
**Structure (SMILES)**: [H]/N=C/[PH]#[PH]CC
**Net charge**: 0

Arrangement 2

Here is the molecule C3H9NP2 from the Open Molecules 2025 dataset. Energies are from ωB97M-V/def2-TZVPD.

Structure (XYZ):
```
15
Properties=species:S:1:pos:R:3:nbo_charge:R:1
P 1.28 0.04 0.37 1.5054
P -1.31 -0.18 0.40 1.4538
N 0.12 -1.18 0.42 -1.2855
C -0.19 1.15 0.29 -1.1836
C -2.63 -0.15 -0.66 -1.1278
C 2.50 -0.18 -0.72 -1.1667
H 0.34 -2.13 0.49 0.4215
H -3.15 -1.05 -0.91 0.2364
H 2.05 -0.11 -1.67 0.2251
H -1.70 -0.60 1.71 -0.0597
H 3.46 0.20 -0.50 0.2441
H -0.16 1.91 -0.61 0.3110
H -2.16 0.45 -1.50 0.2115
H 1.68 -0.02 1.63 -0.0753
H -0.12 1.83 1.25 0.2897
```

Results
**Gap between HOMO and LUMO**: 0.3181 Ha
**Lowest unoccupied orbital energy**: 0.0336 hartree
**Molecular weight**: 121.060 g/mol
**Net charge**: 0

Tell me which of them is the least stable. Sure, it is arrangement 2.

Arrangement 1

Here is a cluster of 2 separate species, C9H12N2 in total from the Open Molecules 2025 dataset. Energies are from ωB97M-V/def2-TZVPD.

Structure (XYZ):
```
23
Properties=species:S:1:pos:R:3:nbo_charge:R:1
N 0.21 -2.16 -1.79 -0.6886
N 0.71 -3.51 -1.59 -0.6899
C 1.11 1.87 2.32 -0.2019
C -0.68 1.00 -0.83 -0.0092
C -0.32 -0.12 2.66 -0.2020
C -0.81 -0.02 1.37 -0.1779
C 0.77 1.86 0.98 -0.1918
C -1.25 0.40 -1.83 -0.1662
C -0.82 1.82 -2.13 -0.4515
C 0.56 0.86 3.13 -0.2010
C -0.25 0.96 0.53 -0.0744
H 1.88 2.45 2.70 0.2117
H 0.32 -1.83 -0.81 0.3499
H 0.94 0.75 4.08 0.2024
H 0.11 1.90 -2.59 0.1836
H -1.47 -0.74 1.01 0.2159
H -0.72 -0.88 3.36 0.2166
H 0.90 2.66 0.32 0.2169
H -1.70 2.56 -2.23 0.1902
H 0.77 -1.52 -2.32 0.3483
H -1.72 -0.39 -2.33 0.2343
H -0.06 -4.20 -1.86 0.3441
H 1.51 -3.73 -2.16 0.3403
```

Results
**Gap between HOMO and LUMO**: 0.3333 Ha
**Lowest unoccupied orbital energy**: 0.0269 hartree
**Molecular weight**: 148.209 g/mol
**Structure (SMILES)**: C1=C(c2ccccc2)C1.NN
**Net charge**: 0

Arrangement 2

Here is the molecule C9H12N2 from the Open Molecules 2025 dataset. Energies are from ωB97M-V/def2-TZVPD.

Structure (XYZ):
```
23
Properties=species:S:1:pos:R:3:nbo_charge:R:1
N 3.78 -0.16 0.39 -0.2555
N 2.99 -1.20 0.51 -0.3289
C 1.71 -1.00 0.14 -0.0551
C -0.82 -0.06 -0.97 -0.2103
C 0.46 1.01 -0.60 0.0257
C 1.68 0.33 -0.19 -0.1962
C -2.93 -1.22 -0.39 -0.6605
C -1.61 0.15 1.29 -0.6378
C 3.05 0.81 -0.12 -0.0563
C 0.43 2.28 -0.83 -0.4203
C -1.79 -0.38 -0.09 -0.0021
H -1.66 -0.81 2.05 0.2038
H -2.78 -2.24 0.05 0.2177
H 1.06 2.93 -0.44 0.1933
H -3.94 -1.03 -0.04 0.2296
H -2.42 0.81 1.53 0.2179
H -3.10 -1.56 -1.43 0.2276
H 3.59 1.80 -0.22 0.2225
H -0.80 -0.24 -2.01 0.2043
H -0.54 2.65 -1.06 0.1942
H 3.54 -2.04 0.70 0.4101
H -0.77 0.82 1.35 0.2379
H 0.87 -1.64 0.37 0.2384
```

Results
**Gap between HOMO and LUMO**: 0.3425 Ha
**Lowest unoccupied orbital energy**: 0.0312 hartree
**Molecular weight**: 148.209 g/mol
**Structure (SMILES)**: C=C(C=C(C)C)c1cn[nH]c1
**Net charge**: 0

Tell me which of them is the least stable. Sure, it is arrangement 1.

Arrangement 1

Here is a cluster of 2 separate species, C2H3NO3 in total from the Open Molecules 2025 dataset. Energies are from ωB97M-V/def2-TZVPD.

Structure (XYZ):
```
9
Properties=species:S:1:pos:R:3:nbo_charge:R:1
O -2.23 0.69 0.62 -0.5275
O 0.50 1.46 0.39 -0.2657
O -2.11 -1.25 1.83 -0.4921
N 0.96 0.37 0.43 0.1403
C -2.22 -0.30 1.24 1.0191
C 1.23 -0.19 -0.91 -0.5268
H 0.35 -0.81 -1.08 0.2286
H 2.25 -0.57 -0.87 0.2206
H 1.27 0.61 -1.66 0.2035
```

Results
**Gap between HOMO and LUMO**: 0.3457 Ha
**Lowest unoccupied orbital energy**: 0.0092 hartree
**Molecular weight**: 89.050 g/mol
**Structure (SMILES)**: O=C=O.CN=O
**Net charge**: 0

Arrangement 2

Here is the molecule C2H3NO3 from the Open Molecules 2025 dataset. Energies are from ωB97M-V/def2-TZVPD.

Structure (XYZ):
```
9
Properties=species:S:1:pos:R:3:nbo_charge:R:1
O 3.85 0.80 0.02 -0.4163
O 3.08 -1.27 -0.06 -0.3932
O 0.59 -0.40 0.09 -0.3824
N 2.92 -0.05 -0.01 0.4185
C 1.64 0.44 -0.04 0.2061
C -0.72 -0.58 -0.02 0.0010
H 1.47 1.57 -0.26 0.2021
H -1.11 0.40 -0.19 0.1537
H -1.26 -1.45 0.43 0.2104
```

Results
**Gap between HOMO and LUMO (spin up / spin down)**: 0.2822 / 0.3118 Ha
**Lowest unoccupied orbital energy (spin up / spin down)**: -0.0567 / -0.0304 hartree
**Molecular weight**: 89.050 g/mol
**Net charge**: 0

Arrangement 3

Here is a cluster of 2 separate species, C2H3NO3 in total from the Open Molecules 2025 dataset. Energies are from ωB97M-V/def2-TZVPD.

Structure (XYZ):
```
9
Properties=species:S:1:pos:R:3:nbo_charge:R:1
O -1.26 -1.13 0.86 -0.5484
O -0.05 -1.48 2.78 -0.4946
O 1.12 0.03 0.65 -0.3239
N 1.03 -0.06 -0.58 0.1675
C 0.09 0.81 -1.22 -0.5232
C -0.54 -1.20 1.78 1.0312
H -0.33 0.25 -2.06 0.2301
H -0.70 1.16 -0.56 0.2177
H 0.66 1.63 -1.66 0.2436
```

Results
**Gap between HOMO and LUMO**: 0.3326 Ha
**Lowest unoccupied orbital energy**: -0.0237 hartree
**Molecular weight**: 89.050 g/mol
**Structure (SMILES)**: O=C=O.CN=O
**Net charge**: 0

Arrangement 4

Here is a cluster of 2 separate species, C2H3NO3 in total from the Open Molecules 2025 dataset. Energies are from ωB97M-V/def2-TZVPD.

Structure (XYZ):
```
9
Properties=species:S:1:pos:R:3:nbo_charge:R:1
O 2.39 -0.36 -0.05 -0.3569
O -1.24 -0.57 0.30 -0.4376
O 1.18 -1.99 -0.78 -0.3448
N 1.40 -0.88 -0.44 0.5229
C -0.82 0.80 0.73 -0.1419
C -0.36 0.12 -0.44 0.1731
H -0.65 0.45 -1.38 0.1851
H -1.55 1.56 0.46 0.1913
H -0.34 0.87 1.61 0.2088
```

Results
**Gap between HOMO and LUMO**: 0.3701 Ha
**Lowest unoccupied orbital energy**: 0.0157 hartree
**Molecular weight**: 89.050 g/mol
**Net charge**: 0

Tell me which of them is the least stable. Sure, it is arrangement 2.

Arrangement 1

Here is a cluster of 2 separate species, C2H3NO3 in total from the Open Molecules 2025 dataset. Energies are from ωB97M-V/def2-TZVPD.

Structure (XYZ):
```
9
Properties=species:S:1:pos:R:3:nbo_charge:R:1
O -2.53 1.02 0.12 -0.2532
O 0.64 -1.35 -0.01 -0.4900
O -2.10 -1.10 0.11 -0.5583
N -1.70 0.25 -0.19 0.3340
C 1.23 -0.38 0.01 0.7331
C 1.79 0.74 0.19 -0.7888
H 1.22 1.63 -0.25 0.2804
H -1.37 -1.51 -0.35 0.4807
H 2.82 0.71 0.38 0.2621
```

Results
**Gap between HOMO and LUMO**: 0.3620 Ha
**Lowest unoccupied orbital energy**: 0.0051 hartree
**Molecular weight**: 89.050 g/mol
**Structure (SMILES)**: C=C=O.O=NO
**Net charge**: 0

Arrangement 2

Here is the molecule C2H3NO3 from the Open Molecules 2025 dataset. Energies are from ωB97M-V/def2-TZVPD.

Structure (XYZ):
```
9
Properties=species:S:1:pos:R:3:nbo_charge:R:1
O -0.51 2.70 0.56 -0.5216
O 0.76 -0.41 0.37 -0.3818
O 0.15 -2.45 -0.67 -0.5105
N -0.26 0.35 -0.20 -0.3841
C -0.96 1.61 0.18 0.5228
C 0.92 -1.66 -0.25 0.6573
H -1.10 -0.43 -0.13 0.3552
H 1.99 -1.74 -0.07 0.1265
H -2.05 1.30 -0.03 0.1362
```

Results
**Gap between HOMO and LUMO**: 0.3909 Ha
**Lowest unoccupied orbital energy**: 0.0169 hartree
**Molecular weight**: 89.050 g/mol
**Structure (SMILES)**: O=CNOC=O
**Net charge**: 0

Tell me which of them is the least stable. Sure, it is arrangement 1.

Arrangement 1

Here is the molecule C2H3NO3 from the Open Molecules 2025 dataset. Energies are from ωB97M-V/def2-TZVPD.

Structure (XYZ):
```
9
Properties=species:S:1:pos:R:3:nbo_charge:R:1
O -0.37 -0.71 0.05 -0.3143
O 2.41 -0.47 -0.05 -0.5684
O -2.27 0.55 -0.05 -0.5703
N 0.32 0.51 0.07 -0.3657
C 1.68 0.49 0.00 0.5071
C -1.69 -0.49 -0.02 0.6374
H -2.10 -1.49 -0.02 0.1341
H -0.26 1.35 0.05 0.4220
H 2.03 1.55 -0.08 0.1182
```

Results
**Gap between HOMO and LUMO**: 0.4101 Ha
**Lowest unoccupied orbital energy**: 0.0278 hartree
**Molecular weight**: 89.050 g/mol
**Structure (SMILES)**: O=CNOC=O
**Net charge**: 0

Arrangement 2

Here is the molecule C2H3NO3 from the Open Molecules 2025 dataset. Energies are from ωB97M-V/def2-TZVPD.

Structure (XYZ):
```
9
Properties=species:S:1:pos:R:3:nbo_charge:R:1
O -1.87 -0.84 -0.25 -0.4790
O 1.62 -0.13 0.05 -0.5242
O -1.34 1.62 0.07 -0.5152
N 0.29 -0.05 -0.30 -0.2495
C -0.17 1.26 -0.11 0.4888
C -0.75 -1.08 0.14 0.5110
H -0.39 -2.10 0.92 0.1611
H 1.92 -0.36 -0.77 0.4751
H 0.69 1.67 0.25 0.1320
```

Results
**Gap between HOMO and LUMO**: 0.3876 Ha
**Lowest unoccupied orbital energy**: 0.0184 hartree
**Molecular weight**: 89.050 g/mol
**Structure (SMILES)**: O=CN(O)C=O
**Net charge**: 0

Tell me which of them is the least stable. Sure, it is arrangement 2.

Arrangement 1

Here is the molecule C6H16N2O from the Open Molecules 2025 dataset. Energies are from ωB97M-V/def2-TZVPD.

Structure (XYZ):
```
25
Properties=species:S:1:pos:R:3:nbo_charge:R:1
O -1.27 -0.68 -0.66 -0.7486
N -0.19 1.56 -1.22 -0.6721
N 0.82 -0.04 0.24 -0.4706
C 1.76 -0.24 -0.85 -0.4195
C -0.50 0.28 0.00 0.5985
C -0.81 2.85 -1.03 -0.4166
C 0.76 -1.50 1.21 -0.2205
C -1.20 0.87 1.21 -0.6706
C 0.63 -2.81 0.46 -0.6480
H -0.56 1.60 1.70 0.2412
H 2.02 0.74 -1.25 0.2361
H 1.73 -1.39 1.69 0.2009
H 2.68 -0.64 -0.42 0.1906
H -0.31 -2.88 -0.08 0.2179
H -1.95 -1.04 -0.07 0.4766
H -0.76 3.44 -1.95 0.2008
H -0.25 3.41 -0.27 0.1852
H -1.87 2.81 -0.73 0.1549
H -2.14 1.33 0.90 0.2192
H -0.62 1.13 -2.04 0.3452
H 1.45 -2.95 -0.24 0.2141
H 0.66 -3.66 1.16 0.2165
H 1.39 -0.89 -1.64 0.1736
H 0.00 -1.39 1.97 0.1879
H -1.47 0.10 1.93 0.2074
```

Results
**Gap between HOMO and LUMO**: 0.3364 Ha
**Lowest unoccupied orbital energy**: 0.0287 hartree
**Molecular weight**: 132.207 g/mol
**Structure (SMILES)**: CCN(C)[C@](C)(O)NC
**Net charge**: 0

Arrangement 2

Here is a cluster of 2 separate species, C6H16N2O in total from the Open Molecules 2025 dataset. Energies are from ωB97M-V/def2-TZVPD.

Structure (XYZ):
```
25
Properties=species:S:1:pos:R:3:nbo_charge:R:1
O 1.33 -1.62 0.48 -0.6775
N 1.81 0.96 0.06 -0.7906
N 2.10 -1.23 -0.52 -0.1579
C 2.57 -0.01 -0.50 0.4242
C -1.49 0.19 1.69 -0.6201
C -1.87 0.21 0.21 -0.2126
C -1.86 -1.21 -0.35 -0.6228
C 3.82 0.35 -1.23 -0.6695
C -3.23 0.87 0.01 -0.6004
H -3.23 1.88 0.42 0.1998
H -2.60 -1.83 0.17 0.1925
H 1.06 0.59 0.64 0.4299
H 4.66 0.40 -0.54 0.2334
H -1.12 0.79 -0.34 0.1833
H 2.25 1.80 0.40 0.3943
H 4.05 -0.38 -2.00 0.2325
H 3.72 1.32 -1.72 0.2292
H -2.26 -0.30 2.27 0.2031
H 2.68 -1.96 -0.95 0.3618
H -0.88 -1.66 -0.19 0.2496
H -1.36 1.20 2.08 0.1953
H -4.01 0.30 0.52 0.1985
H -2.09 -1.22 -1.41 0.1956
H -0.56 -0.38 1.83 0.2249
H -3.48 0.93 -1.05 0.2035
```

Results
**Gap between HOMO and LUMO (spin up / spin down)**: 0.3052 / 0.3052 Ha
**Lowest unoccupied orbital energy (spin up / spin down)**: 0.0240 / 0.0240 hartree
**Molecular weight**: 132.207 g/mol
**Net charge**: 0

Arrangement 3

Here is a cluster of 2 separate species, C6H16N2O in total from the Open Molecules 2025 dataset. Energies are from ωB97M-V/def2-TZVPD.

Structure (XYZ):
```
25
Properties=species:S:1:pos:R:3:nbo_charge:R:1
O 2.12 -0.75 0.95 -0.7373
N 0.51 -2.38 0.45 -0.8606
N 0.64 0.48 2.84 -0.8355
C -1.27 -0.19 -2.15 -0.6525
C -0.04 -0.43 1.96 -0.2649
C -1.38 1.31 -0.16 -0.4645
C -0.68 0.84 -1.22 0.0307
C 0.56 1.52 -1.73 -0.6496
C 0.74 -0.99 0.79 0.2235
H 1.00 2.16 -0.97 0.2218
H 0.33 2.13 -2.61 0.2227
H -1.09 2.25 0.30 0.2041
H -1.52 0.26 -3.11 0.2237
H -2.42 1.05 -0.03 0.2074
H 0.38 -0.39 -0.13 0.1600
H -0.55 -1.00 -2.34 0.2151
H 2.57 -1.24 0.26 0.4801
H 0.56 1.43 2.49 0.3513
H 1.31 0.79 -2.04 0.2129
H 1.62 0.27 2.94 0.3727
H -0.48 -1.23 2.56 0.1797
H -2.18 -0.63 -1.74 0.2148
H -0.89 0.22 1.39 0.2209
H 0.59 -2.97 1.27 0.3582
H -0.41 -2.51 0.04 0.3654
```

Results
**Gap between HOMO and LUMO**: 0.3444 Ha
**Lowest unoccupied orbital energy**: 0.0299 hartree
**Molecular weight**: 132.207 g/mol
**Structure (SMILES)**: NC[C@H](N)O.C=C(C)C
**Net charge**: 0

Tell me which of them is the least stable. Sure, it is arrangement 1.